Record 1
22
Properties=species:S:1:pos:R:3 method="wB97M-V/def2-TZVPD" homo_lumo_gap_ev="7.7 / 7.7" lumo_energy_ev="-0.45 / -0.45" homo_energy_ha="-0.301 / -0.301"
C -0.825 -0.537 1.422
C -1.661 1.312 -0.235
C -0.909 -0.352 -0.082
N -1.522 -1.184 -0.885
H -2.481 -0.933 -1.110
H -1.827 -0.480 1.849
H -0.418 -1.525 1.635
H -0.193 0.215 1.894
H -1.336 2.196 0.312
H -2.583 0.979 0.242
H -1.871 1.526 -1.279
C 0.757 -0.193 -0.765
C 1.752 -0.950 0.048
C 0.620 1.215 -0.657
C 2.709 -0.442 0.814
O 0.686 -0.674 -2.069
H -0.147 -1.219 -2.063
H 1.642 -2.026 -0.048
H 0.914 1.733 0.243
H 0.445 1.795 -1.549
H 2.874 0.625 0.907
H 3.374 -1.084 1.378

Record 2
107
Properties=species:S:1:pos:R:3 method="wB97M-V/def2-TZVPD" homo_lumo_gap_ev="5.5 / 5.5" lumo_energy_ev="3.99 / 3.99" homo_energy_ha="-0.056 / -0.056" charge=-2
Ni -0.552 -0.764 0.666
C 3.413 -2.054 6.428
C 2.661 -1.489 5.248
C 2.789 -0.159 4.858
C 2.109 0.334 3.769
C 1.275 -0.466 2.935
N 0.737 0.060 1.799
C 1.221 1.272 1.287
C 2.596 1.487 1.129
C 3.118 2.643 0.589
C 2.278 3.666 0.173
C 2.814 4.929 -0.451
C 0.913 3.471 0.323
C 0.362 2.307 0.864
C -1.160 2.133 1.045
O -1.636 0.915 0.732
C -1.502 2.483 2.536
F -2.831 2.532 2.749
F -1.016 3.684 2.928
F -1.013 1.580 3.380
C -1.975 3.143 0.156
F -3.278 2.851 0.144
F -1.563 3.078 -1.121
F -1.902 4.450 0.513
C 1.017 -1.775 3.439
C 1.745 -2.244 4.536
C -0.102 -2.681 2.889
O -0.993 -2.087 2.079
C 0.547 -3.911 2.160
F 1.428 -4.635 2.883
F -0.390 -4.780 1.738
F 1.216 -3.502 1.077
C -0.961 -3.242 4.098
F -0.431 -4.335 4.707
F -1.127 -2.326 5.062
F -2.182 -3.610 3.712
H 4.461 -1.743 6.418
H 3.390 -3.145 6.415
H 2.987 -1.727 7.383
H 3.423 0.514 5.431
H 2.205 1.384 3.530
H 3.269 0.700 1.442
H 4.194 2.741 0.474
H 3.892 5.017 -0.294
H 2.335 5.816 -0.025
H 2.632 4.939 -1.526
H 0.263 4.277 0.008
H 1.559 -3.255 4.878
N -1.421 -3.007 -1.185
P -2.251 -1.808 -0.343
C -3.329 -1.027 -1.589
C -4.503 -1.631 -2.039
C -5.264 -1.035 -3.031
C -4.861 0.179 -3.575
C -3.695 0.785 -3.131
C -2.925 0.186 -2.141
C -3.462 -2.724 0.640
C -3.446 -4.103 0.784
C -4.398 -4.730 1.580
C -5.354 -3.980 2.248
C -5.357 -2.595 2.126
C -4.413 -1.970 1.329
C -0.116 -2.760 -1.642
C 0.406 -3.673 -2.551
C 1.778 -3.547 -2.839
C 2.504 -2.518 -2.351
C 1.833 -1.416 -1.556
N 0.497 -1.711 -1.108
H -1.930 -3.673 -1.747
H -4.828 -2.571 -1.606
H -6.173 -1.513 -3.380
H -5.457 0.650 -4.348
H -3.385 1.733 -3.552
H -2.014 0.647 -1.783
H -2.671 -4.686 0.304
H -4.373 -5.807 1.697
H -6.082 -4.471 2.882
H -6.086 -2.004 2.665
H -4.394 -0.887 1.246
H -0.190 -4.504 -2.903
H 2.271 -4.305 -3.441
H 3.564 -2.412 -2.538
H 2.283 -1.586 0.463
N 1.377 6.678 -3.710
C 1.261 5.294 -3.911
C 2.360 4.547 -4.337
C 2.244 3.184 -4.545
C 1.024 2.553 -4.332
C -0.078 3.295 -3.935
C 0.040 4.655 -3.717
S 0.816 0.828 -4.677
O 1.917 0.448 -5.531
O -0.527 0.696 -5.167
N 0.851 0.009 -3.271
C 1.908 -0.234 -2.572
S 3.474 0.506 -2.848
C 4.403 0.012 -1.445
C 3.870 -0.635 -0.400
N 2.594 -1.072 -0.346
H 2.309 6.976 -3.470
H 0.698 7.050 -3.065
H 3.315 5.040 -4.489
H 3.091 2.603 -4.885
H -1.021 2.789 -3.784
H -0.817 5.226 -3.375
H 5.424 0.361 -1.453
H 4.477 -0.809 0.483

Record 3
13
Properties=species:S:1:pos:R:3 method="wB97M-V/def2-TZVPD" homo_lumo_gap_ev=10.9 smiles="C/N=C/[C@H]1CO1" lumo_energy_ev=1.08 homo_energy_ha=-0.361
C -2.253 0.199 0.437
N -0.799 0.151 0.496
C -0.199 -0.266 -0.535
C 1.284 -0.452 -0.544
C 2.164 0.390 0.275
O 1.855 -0.930 0.665
H -2.667 -0.759 0.101
H -2.599 0.980 -0.250
H -2.653 0.417 1.429
H -0.726 -0.545 -1.462
H 1.690 -0.911 -1.446
H 3.195 0.552 -0.042
H 1.708 1.174 0.877

Record 4
17
Properties=species:S:1:pos:R:3 method="wB97M-V/def2-TZVPD" homo_lumo_gap_ev=8.4 lumo_energy_ev=3.90 homo_energy_ha=-0.165 charge=-1
C 0.074 1.364 0.644
O -0.191 0.083 0.077
H -0.094 1.471 1.686
H -0.523 2.233 0.175
H 1.136 1.663 0.426
H -0.703 0.119 -1.538
H -0.555 0.915 -2.829
O -0.719 -0.024 -2.583
H -1.866 -0.617 0.673
H -2.900 -0.927 -0.417
O -2.853 -0.797 0.541
H 2.058 -0.758 -2.007
H 1.145 -1.270 -1.057
O 2.007 -1.583 -1.470
H 1.560 0.067 2.234
H 0.903 -1.263 2.579
O 1.524 -0.676 2.866

Record 5
43
Properties=species:S:1:pos:R:3 method="wB97M-V/def2-TZVPD" homo_lumo_gap_ev=9.0 smiles=NCCCCCB1OB(Br)OB(I)O1.COC[C@@H](C)N lumo_energy_ev=-0.09 homo_energy_ha=-0.333
N 1.353 1.178 0.233
C -0.060 1.653 -0.109
C -0.993 0.516 -0.834
C -0.715 0.303 -2.435
C 0.856 0.429 -2.889
C 1.200 -0.360 -4.321
B 2.802 0.029 -4.632
O 3.932 -0.831 -4.150
B 4.658 0.095 -3.210
Br 4.694 -0.169 -1.198
O 5.326 1.262 -3.885
B 4.154 2.003 -4.471
I 3.981 4.122 -3.885
O 3.181 1.286 -5.370
H 1.348 0.436 0.966
H 1.897 2.024 0.513
H -0.011 2.679 -0.699
H -0.564 1.904 0.943
H -0.916 -0.524 -0.269
H -2.127 0.863 -0.706
H -1.100 -0.773 -2.770
H -1.315 1.114 -3.067
H 1.116 1.572 -3.108
H 1.624 -0.028 -2.103
H 1.071 -1.519 -4.087
H 0.510 -0.010 -5.199
C -3.583 -1.107 4.290
C -2.711 -2.103 3.531
C -1.195 -1.894 3.758
O -0.639 -0.786 3.043
C -0.842 0.474 3.665
N -3.054 -2.049 2.103
H -3.603 -0.118 3.823
H -4.621 -1.460 4.325
H -3.242 -0.991 5.323
H -2.962 -3.103 3.907
H -0.672 -2.781 3.378
H -0.952 -1.826 4.825
H -0.815 0.405 4.757
H -1.785 0.909 3.330
H -0.038 1.143 3.341
H -2.540 -2.784 1.615
H -2.653 -1.185 1.727

Record 6
156
Properties=species:S:1:pos:R:3 method="wB97M-V/def2-TZVPD" homo_lumo_gap_ev="7.5 / 2.5" lumo_energy_ev="-1.99 / -6.93" homo_energy_ha="-0.348 / -0.348" spin_multiplicity=2 charge=+1
Cl 16.758 -1.789 -13.421
C 16.390 -2.497 -15.071
C 16.852 -3.899 -15.170
Cl 16.227 -4.916 -13.800
H 16.794 -1.833 -15.835
H 15.300 -2.476 -15.066
H 17.940 -3.906 -15.107
H 16.521 -4.218 -16.158
Cl 13.717 -4.776 -16.680
C 13.030 -4.554 -15.115
C 12.724 -5.928 -14.424
Cl 11.581 -6.866 -15.373
H 12.063 -4.081 -15.285
H 13.577 -3.901 -14.435
H 12.270 -5.802 -13.440
H 13.636 -6.474 -14.182
O 14.630 0.871 -18.567
P 13.170 0.460 -18.355
N 12.057 1.449 -19.272
C 12.514 2.549 -20.140
C 10.540 1.326 -19.181
N 12.557 0.474 -16.715
C 12.825 -0.561 -15.731
C 12.180 1.725 -16.090
N 12.809 -1.162 -18.757
C 13.784 -1.849 -19.657
C 11.461 -1.767 -18.646
H 12.802 2.280 -21.157
H 13.442 2.970 -19.754
H 11.713 3.288 -20.116
H 10.276 2.083 -18.442
H 10.169 0.347 -18.875
H 10.087 1.619 -20.128
H 12.064 -1.334 -15.835
H 13.822 -0.952 -15.935
H 12.733 -0.202 -14.706
H 11.347 1.507 -15.423
H 12.990 2.108 -15.469
H 11.999 2.459 -16.875
H 13.557 -2.912 -19.570
H 13.662 -1.756 -20.737
H 14.808 -1.726 -19.306
H 10.933 -1.347 -17.790
H 11.563 -2.830 -18.427
H 10.900 -1.678 -19.577
O 20.562 -4.765 -14.404
P 21.151 -5.967 -13.777
N 22.717 -5.720 -13.164
C 23.136 -4.309 -13.233
C 23.548 -6.705 -12.497
N 21.215 -7.318 -14.845
C 20.088 -8.138 -15.130
C 22.317 -7.340 -15.823
N 20.234 -6.459 -12.383
C 20.473 -7.765 -11.705
C 19.675 -5.473 -11.549
H 22.469 -3.748 -12.579
H 23.031 -3.993 -14.271
H 24.155 -4.155 -12.878
H 23.173 -7.720 -12.624
H 23.587 -6.443 -11.440
H 24.548 -6.631 -12.923
H 19.294 -8.110 -14.382
H 19.639 -7.841 -16.078
H 20.382 -9.180 -15.250
H 22.490 -8.358 -16.173
H 22.036 -6.841 -16.751
H 23.236 -6.941 -15.394
H 20.426 -8.610 -12.392
H 21.397 -7.781 -11.128
H 19.629 -7.956 -11.042
H 19.313 -5.815 -10.579
H 18.814 -4.988 -12.008
H 20.382 -4.665 -11.361
O 19.847 2.120 -15.448
P 19.723 1.099 -16.527
N 20.439 -0.476 -16.160
C 21.901 -0.527 -15.825
C 19.802 -1.794 -16.163
N 20.349 1.550 -18.105
C 19.955 2.907 -18.611
C 20.825 0.596 -19.076
N 18.046 0.664 -16.869
C 17.711 -0.073 -18.085
C 17.128 1.764 -16.666
H 22.109 -0.398 -14.763
H 22.294 0.312 -16.400
H 22.290 -1.463 -16.226
H 18.743 -1.746 -15.912
H 20.275 -2.412 -15.399
H 19.986 -2.380 -17.063
H 20.746 3.328 -19.230
H 19.159 2.736 -19.336
H 19.621 3.471 -17.739
H 20.570 0.913 -20.087
H 21.910 0.492 -19.074
H 20.473 -0.405 -18.828
H 16.723 -0.516 -18.215
H 17.652 0.678 -18.872
H 18.494 -0.769 -18.389
H 17.486 2.600 -17.266
H 17.195 2.168 -15.656
H 16.077 1.624 -16.920
O 14.087 -9.409 -11.774
P 15.409 -9.732 -11.180
N 16.741 -9.393 -12.233
C 16.930 -7.989 -12.580
C 17.953 -10.181 -12.252
N 15.456 -11.319 -10.659
C 15.355 -12.393 -11.667
C 15.026 -11.645 -9.329
N 15.897 -8.812 -9.756
C 15.480 -7.431 -9.663
C 17.231 -8.995 -9.138
H 17.477 -7.798 -13.503
H 17.425 -7.423 -11.791
H 15.967 -7.507 -12.749
H 18.433 -10.049 -13.221
H 17.771 -11.255 -12.204
H 18.642 -9.911 -11.452
H 15.682 -13.321 -11.197
H 14.329 -12.439 -12.032
H 15.934 -12.267 -12.582
H 15.250 -12.708 -9.252
H 15.558 -10.961 -8.668
H 13.952 -11.478 -9.244
H 14.498 -7.255 -10.102
H 15.322 -7.239 -8.602
H 16.272 -6.774 -10.025
H 17.196 -8.669 -8.099
H 17.950 -8.381 -9.681
H 17.496 -10.045 -9.017
O 20.632 -1.524 -11.281
C 19.830 -0.620 -11.605
O 18.922 -0.225 -10.789
C 18.101 0.793 -11.360
C 18.882 1.306 -12.566
C 19.688 0.062 -12.905
H 17.849 1.654 -10.741
H 17.148 0.403 -11.718
H 19.578 2.086 -12.255
H 18.259 1.605 -13.408
H 20.702 0.143 -13.296
H 19.122 -0.557 -13.601
O 11.852 2.642 -12.961
C 13.030 2.530 -12.802
O 13.637 1.329 -13.047
C 15.039 1.353 -12.757
C 15.328 2.864 -12.838
C 14.050 3.518 -12.359
H 15.519 0.680 -13.467
H 15.129 0.841 -11.800
H 15.505 3.252 -13.841
H 16.227 3.120 -12.278
H 13.933 4.466 -12.885
H 13.956 3.579 -11.275

Record 7
24
Properties=species:S:1:pos:R:3 method="wB97M-V/def2-TZVPD" homo_lumo_gap_ev=9.5 smiles=Cc1ccc(O)cc1.CC lumo_energy_ev=0.86 homo_energy_ha=-0.317
C 0.202 1.132 -3.228
C 1.690 1.265 -2.946
H -0.138 0.091 -3.258
H -0.423 1.592 -2.460
H -0.102 1.553 -4.187
H 1.929 0.849 -1.957
H 1.969 2.314 -2.898
H 2.285 0.686 -3.658
C -0.012 1.362 2.983
C -0.100 -0.994 0.018
C 0.249 0.062 0.846
C -0.968 -1.971 0.470
C -0.241 0.139 2.140
C -1.398 -1.967 1.791
C -1.047 -0.902 2.592
O -1.341 -3.032 -0.335
H 0.266 -1.084 -0.997
H 0.969 0.791 0.494
H -0.550 -3.371 -0.762
H -1.983 -2.786 2.183
H 0.218 1.143 4.024
H -0.897 1.996 2.953
H -1.380 -0.823 3.620
H 0.801 1.955 2.571

| no. | largest force on an atom (eV/Å) |
| --- | --- |
| 1 | 2.25 |
| 2 | 1.11 |
| 3 | 0.49 |
| 4 | 4.49 |
| 5 | 4.99 |
| 6 | 5.44 |
| 7 | 0.76 |